# 1
Molecular formula: C10H30ClO5
Method: DFT, the ωB97M-V functional and the def2-TZVPD basis

Summary:
- frontier orbital gap (eV) = 8.88
- energy above the lowest of the compared OMol25 structures with the same formula, charge and spin (kcal per mole) = 209.8
- LUMO energy (eV) = 3.267

ORCA input file:
```
! wB97M-V def2-TZVPD RIJCOSX def2/J DEFGRID3
* xyz -1 1
Cl -0.686 -1.038 0.690
C -1.824 3.316 -1.882
C -1.169 2.043 -1.332
O -1.988 1.427 -0.323
H -1.897 4.006 -1.000
H -2.728 3.158 -2.442
H -1.110 3.839 -2.486
H -0.204 2.121 -0.667
H -1.119 1.322 -2.071
H -1.621 0.697 0.084
C 1.692 -0.050 4.330
C 0.721 -0.654 3.370
O -0.270 0.275 3.009
H 1.251 -0.057 5.214
H 1.989 1.060 4.135
H 2.633 -0.790 4.564
H 0.250 -1.579 3.669
H 1.316 -0.557 2.677
H -0.607 -0.050 2.079
C 2.618 2.807 2.045
C 1.382 2.016 1.524
O 1.835 1.063 0.576
H 3.205 2.255 2.288
H 2.393 3.485 2.911
H 3.001 3.327 1.363
H 0.566 2.768 1.293
H 1.123 1.426 2.484
H 1.164 0.444 0.354
C 1.627 -0.448 -2.517
C 1.721 -1.855 -2.311
O 1.690 -2.300 -0.935
H 2.517 0.108 -2.226
H 0.781 -0.048 -1.863
H 1.244 -0.020 -3.386
H 2.629 -2.246 -2.767
H 0.600 -2.071 -2.661
H 1.277 -1.668 -0.400
C -3.656 -3.167 -1.718
C -2.435 -2.980 -2.617
O -1.342 -3.226 -1.644
H -3.686 -2.358 -0.903
H -3.619 -4.168 -0.970
H -4.618 -3.262 -2.174
H -2.552 -2.155 -3.147
H -2.694 -3.536 -3.367
H -1.401 -2.679 -0.849
*
```



# 2
Molecular formula: C3H13N3O
Method: DFT, the ωB97M-V functional and the def2-TZVPD basis

Summary:
- frontier orbital gap (eV) = 7.88
- energy above the lowest of the compared OMol25 structures with the same formula, charge and spin (kcal per mole) = 80.0
- LUMO energy (eV) = 0.390

ORCA input file:
```
! wB97M-V def2-TZVPD RIJCOSX def2/J DEFGRID3
* xyz 0 1
C 1.691 0.986 1.038
N 2.765 1.977 1.221
C 0.566 1.664 0.281
N -0.684 0.943 0.586
H 1.246 0.690 2.005
H 2.075 0.125 0.504
H 3.491 1.637 1.847
H 3.182 2.146 0.317
H 0.745 1.662 -0.788
H 0.457 2.687 0.607
H -1.445 1.258 0.000
H -0.503 -0.149 0.241
H -0.947 1.010 1.567
N -0.568 -1.517 0.015
C -1.436 -1.828 -1.686
O -2.586 -2.294 -1.645
H 0.111 -2.292 -0.112
H -1.379 -1.965 0.480
H -1.269 -0.759 -1.972
H -0.591 -2.464 -2.041
*
```



# 3
Molecular formula: C13H31BNO
Method: DFT, the ωB97M-V functional and the def2-TZVPD basis

Summary:
- frontier orbital gap (eV) = 7.52
- LUMO energy (eV) = -2.678

ORCA input file:
```
! wB97M-V def2-TZVPD RIJCOSX def2/J DEFGRID3
* xyz 1 1
C -5.670 1.586 0.620
C -4.883 0.500 0.160
B -4.853 -0.815 1.058
C -4.428 -2.282 0.520
C -2.870 -2.500 0.414
C -2.275 -2.289 -1.018
H -6.768 1.523 0.723
H -5.123 2.504 0.918
H -4.317 0.650 -0.784
H -5.122 -0.685 2.211
H -4.983 -2.555 -0.409
H -4.793 -3.000 1.301
H -2.355 -1.828 1.141
H -2.663 -3.553 0.726
H -1.947 -1.240 -1.220
H -2.916 -2.667 -1.843
H -1.332 -2.897 -1.063
C -0.151 1.050 -0.258
C 1.158 1.385 0.427
N 2.002 0.169 0.783
C 1.192 -0.704 1.723
C 3.210 0.604 1.603
C 4.240 1.466 0.890
C 2.365 -0.720 -0.409
C 3.028 -0.062 -1.615
O 2.194 0.933 -2.174
C 2.899 1.924 -2.921
H -0.834 0.516 0.405
H -0.651 1.977 -0.544
H -0.020 0.461 -1.164
H 0.954 1.902 1.368
H 1.759 2.053 -0.180
H 0.864 -0.093 2.562
H 1.831 -1.516 2.069
H 0.341 -1.114 1.186
H 3.687 -0.304 1.974
H 2.812 1.152 2.458
H 4.945 0.854 0.330
H 4.836 1.992 1.637
H 3.808 2.218 0.232
H 1.430 -1.178 -0.732
H 3.014 -1.502 -0.014
H 3.182 -0.838 -2.374
H 4.011 0.334 -1.368
H 3.938 1.652 -3.113
H 2.869 2.866 -2.366
H 2.387 2.070 -3.871
*
```



# 4
Molecular formula: C3H26NO11S
Method: DFT, the ωB97M-V functional and the def2-TZVPD basis

Summary:
- frontier orbital gap (eV) = 6.90
- energy above the lowest of the compared OMol25 structures with the same formula, charge and spin (kcal per mole) = 0.0
- LUMO energy (eV) = 2.547

ORCA input file:
```
! wB97M-V def2-TZVPD RIJCOSX def2/J DEFGRID3
* xyz -1 1
C 0.247 -2.971 0.026
C 1.073 -2.770 -1.276
S 2.279 -1.485 -0.907
C 0.925 -2.923 1.368
N 2.176 -3.365 1.588
O 0.398 -2.246 2.262
H -0.201 -3.973 0.002
H -0.661 -2.259 0.133
H 0.394 -2.788 -2.171
H 1.681 -3.639 -1.454
H 2.777 -2.959 2.266
H 2.537 -4.032 0.912
H -1.003 0.491 -0.562
H -0.104 0.326 0.641
O -1.071 0.128 0.348
H -1.478 -2.038 3.104
H -2.566 -1.401 2.196
O -2.399 -2.024 2.898
H -2.400 3.656 0.629
H -1.190 3.898 -0.220
O -2.138 4.101 -0.200
H -3.281 0.493 -0.001
H -3.440 -0.909 0.309
O -3.901 -0.219 -0.217
H -1.014 1.693 1.527
H -1.322 2.686 2.801
O -1.395 2.564 1.862
H -0.184 -0.740 -2.918
H -1.362 -1.690 -2.085
O -1.003 -1.202 -2.818
H 2.252 1.163 1.398
H 1.664 -0.027 0.612
O 1.663 0.942 0.666
H 0.531 3.549 -1.434
H 0.340 3.811 -2.969
O 0.530 4.212 -2.137
H 3.017 2.322 -0.408
H 2.264 3.561 0.035
O 2.973 3.266 -0.565
H 0.689 1.691 -1.846
H 1.268 0.303 -1.750
O 0.436 0.804 -1.643
*
```



# 5
Molecular formula: C8H12N2O
Method: DFT, the ωB97M-V functional and the def2-TZVPD basis

Summary:
- frontier orbital gap (eV) = 10.29
- energy above the lowest of the compared OMol25 structures with the same formula, charge and spin (kcal per mole) = 29.5
- LUMO energy (eV) = 0.675
- SMILES string = CNC(C)=O.c1ccncc1

ORCA input file:
```
! wB97M-V def2-TZVPD RIJCOSX def2/J DEFGRID3
* xyz 0 1
C 0.841 -0.930 2.898
C 0.895 0.365 2.282
C -0.022 1.344 2.606
C -1.090 0.761 3.339
C -1.049 -0.465 3.986
C 0.243 0.982 -1.311
C -0.402 0.219 -2.411
C 0.094 -1.351 -4.287
H 1.627 -1.613 2.685
H 1.735 0.857 1.693
H -0.198 2.358 2.135
H -2.120 1.291 3.515
H -1.850 -0.722 4.796
H 1.300 0.720 -1.144
H -0.296 0.788 -0.345
H 0.074 2.041 -1.528
H 1.445 -0.585 -2.809
H -0.888 -0.996 -4.638
H 0.768 -1.122 -5.173
H 0.010 -2.441 -4.119
N -0.037 -1.325 3.710
N 0.460 -0.567 -3.141
O -1.539 0.391 -2.738
*
```



# 6
Molecular formula: C10H12ClN3S
Method: DFT, the ωB97M-V functional and the def2-TZVPD basis

Summary:
- frontier orbital gap (alpha / beta) (eV) = 6.91 / 6.87
- energy above the lowest of the compared OMol25 structures with the same formula, charge and spin (kcal per mole) = 90.0
- LUMO energy (alpha / beta) (eV) = 0.100 / 0.237

ORCA input file:
```
! wB97M-V def2-TZVPD RIJCOSX def2/J DEFGRID3
* xyz 0 1
C -2.788 -1.377 2.320
C 3.917 -1.438 -0.426
C 4.043 -0.048 -0.243
C 2.664 -1.996 -0.599
C 2.850 0.795 -0.229
C 1.573 -1.115 -0.445
C -2.326 2.456 0.425
C 0.250 -1.601 -0.482
C -3.022 0.087 -1.193
C -2.111 -0.881 -0.427
N -2.486 -0.276 2.201
N 1.663 0.228 -0.333
N -0.789 -0.757 -0.660
S -2.132 1.747 -1.265
Cl -2.682 -2.510 -0.569
H 4.679 -2.015 -0.716
H 5.071 0.353 -0.182
H 2.378 -2.987 -0.810
H 2.850 1.813 0.011
H -2.303 1.731 1.212
H -3.290 2.868 0.283
H -1.399 3.032 0.363
H -0.011 -2.605 -0.205
H -3.120 -2.425 2.258
H -3.400 -0.186 -2.163
H -3.874 0.311 -0.630
H -0.477 0.321 -0.719
*
```



# 7
Molecular formula: C4H11S2
Method: DFT, the ωB97M-V functional and the def2-TZVPD basis

Summary:
- frontier orbital gap (eV) = 5.55
- energy above the lowest of the compared OMol25 structures with the same formula, charge and spin (kcal per mole) = 16.3
- LUMO energy (eV) = 3.236

ORCA input file:
```
! wB97M-V def2-TZVPD RIJCOSX def2/J DEFGRID3
* xyz -1 1
C -3.205 0.185 -0.970
S -1.783 -0.902 -0.486
C -0.434 -0.427 -1.599
H -3.336 0.260 -2.053
H -3.048 1.217 -0.570
H -4.132 -0.229 -0.510
H 0.510 -0.591 -1.024
H -0.422 -1.114 -2.476
H -0.526 0.637 -1.861
C 2.340 -0.494 1.928
C 1.693 0.700 1.164
S 2.333 0.754 -0.538
H 3.393 -0.196 2.014
H 2.239 -1.383 1.282
H 1.871 -0.538 2.934
H 1.907 1.647 1.654
H 0.600 0.473 1.111
*
```



# 8
Molecular formula: C4H12N2O2
Method: DFT, the ωB97M-V functional and the def2-TZVPD basis

Summary:
- frontier orbital gap (alpha / beta) (eV) = 7.99 / 7.99
- energy above the lowest of the compared OMol25 structures with the same formula, charge and spin (kcal per mole) = 192.7
- LUMO energy (alpha / beta) (eV) = -0.097 / -0.095

ORCA input file:
```
! wB97M-V def2-TZVPD RIJCOSX def2/J DEFGRID3
* xyz 0 1
C -1.273 -0.186 0.407
C -1.313 1.267 0.819
C -2.047 -0.549 -0.853
H -1.608 -0.813 1.232
H -0.032 -0.266 -0.193
H -0.566 1.457 1.599
H -3.121 -0.380 -0.706
H -2.296 1.546 1.215
H -1.120 1.927 -0.032
H -1.922 -1.606 -1.098
H -1.735 0.050 -1.713
C 2.290 0.614 -0.342
N 1.266 -0.373 -0.563
O 1.723 -1.454 -1.337
N 0.765 -1.167 1.070
O 1.177 -0.647 2.028
H 2.141 -2.082 -0.719
H 1.995 1.256 0.492
H 3.258 0.169 -0.074
H 2.419 1.235 -1.234
*
```



no.,maximum force (eV/A)
1,18.07
2,2.24
3,2.59
4,3.53
5,4.35
6,4.35
7,1.57
8,1.89